# 1
A structure of composition C7H5AuNO7 at a distorted geometry, computed with wB97M-V/def2-TZVPD.

Properties
Net charge = +3
Spin multiplicity = 3
Highest occupied orbital energy (spin up / spin down) = -22.4 / -22.6 eV

```
21
Properties=species:S:1:pos:R:3:nbo_charge:R:1
O 0.1793 -0.2446 -5.2522 -0.2744
C 0.1907 -0.1772 -4.1221 0.4452
Au 0.1676 -0.2584 -1.5340 1.1424
O 2.1413 -2.7945 -1.4962 -0.2130
C 1.5341 -1.8533 -1.7190 0.4893
C -1.1005 1.4971 -1.7725 0.4983
O -1.7815 2.3591 -1.4574 -0.2408
C -1.5293 -1.5350 -1.7837 0.4960
O -2.3639 -2.2500 -1.4630 -0.2305
C 1.8283 1.0954 -1.6074 0.4944
O 2.6949 1.8301 -1.4653 -0.2334
N -0.8918 -0.2157 3.0781 -0.6622
C 0.3147 0.5490 2.6763 -0.3250
C 0.2412 0.5762 1.1756 0.7333
O 0.7024 1.5338 0.5076 -0.5803
O -0.3060 -0.5003 0.7105 -0.5418
H -1.7160 0.3536 2.8435 0.4563
H -0.9061 -0.4420 4.0678 0.4829
H -0.9302 -1.0716 2.4853 0.4616
H 0.3245 1.5431 3.1152 0.3049
H 1.2062 0.0049 3.0128 0.2969
```

***

# 2
An isolated molecule of C7H5Br2F2N at a distorted geometry, computed with wB97M-V/def2-TZVPD.

Properties
Net charge = 0
SMILES string = FN(F)C(Br)(Br)c1ccccc1
Highest occupied orbital energy = -9.8 eV

```
17
Properties=species:S:1:pos:R:3:nbo_charge:R:1
F -1.4963 -0.7430 2.1144 -0.1810
N -2.1485 0.1504 1.3971 0.2417
F -3.4591 -0.0332 1.6384 -0.1827
C -1.7964 0.0619 -0.0123 0.1100
Br -2.5049 1.6345 -0.8584 0.1429
Br -2.9864 -1.6768 -0.9515 -0.1209
C -0.3162 0.0643 -0.1506 -0.1978
C 0.3457 -0.9326 -0.9015 -0.1718
C 1.7190 -0.9891 -0.9982 -0.2190
C 2.4410 0.0712 -0.4959 -0.1739
C 1.7889 1.0661 0.2652 -0.2121
C 0.4378 1.0386 0.5365 -0.1729
H -0.3202 -1.7655 -1.1568 0.2410
H 2.3194 -1.5845 -1.6075 0.2221
H 3.5119 0.1232 -0.8379 0.2193
H 2.4032 1.7861 0.6680 0.2125
H 0.0610 1.7282 1.3508 0.2425
```

***

# 3
A cluster of 2 separate species, C7H5Br2FNO2 in total at a distorted geometry, computed with wB97M-V/def2-TZVPD.

Properties
Net charge = -1
Highest occupied orbital energy = -4.7 eV

```
18
Properties=species:S:1:pos:R:3:nbo_charge:R:1
C -0.8686 -1.3175 2.2108 -0.2848
C -0.0315 -2.1430 0.0660 -0.1830
C -0.4644 -2.3472 1.3962 -0.1465
C -0.9652 -0.0657 1.7827 -0.1238
C 1.5920 2.2298 -2.8569 1.0513
C 0.0451 -0.8918 -0.4843 -0.3268
C -0.3957 0.1680 0.2843 0.2512
N -0.4164 1.4891 -0.1402 -0.7769
O 2.2739 2.8730 -3.5532 -0.6612
O 0.7352 1.3947 -2.8327 -0.7487
F 1.7872 2.6925 -1.3026 -0.6132
Br -0.4678 -4.1360 2.0769 -0.0072
Br -1.6769 1.3748 2.8546 0.0284
H -0.9686 -1.5566 3.2344 0.2225
H 0.4234 -2.9063 -0.4626 0.2119
H 0.5795 -0.6740 -1.4926 0.2757
H -0.9682 2.1635 0.3442 0.3843
H -0.2130 1.6526 -1.1250 0.4469
```

***

# 4
A structure of composition C7H5BrF3N at a distorted geometry, computed with wB97M-V/def2-TZVPD.

Properties
Net charge = 0
Highest occupied orbital energy (spin up / spin down) = -9.2 / -9.2 eV

```
17
Properties=species:S:1:pos:R:3:nbo_charge:R:1
C -0.8916 -0.6326 0.2028 -0.1917
C -0.7548 0.6950 0.6653 -0.1764
C 0.0613 -1.2016 -0.6611 -0.1783
C 0.4967 1.3242 0.4898 -0.3028
C 1.2920 -0.6211 -0.8191 -0.2826
C 1.3645 0.6819 -0.2897 0.1158
C 3.7306 4.0641 0.9288 0.9980
N 4.3849 3.1344 0.1570 -0.6710
F 4.5902 4.6403 1.8455 -0.3301
F 2.7594 3.4921 1.7559 -0.3778
F 3.1003 5.0792 0.3383 -0.3314
Br 3.1423 2.0860 -0.7139 0.5416
H -1.7422 -1.1458 0.1912 0.2076
H -1.4997 1.0020 1.3262 0.2261
H -0.1874 -2.2705 -1.0059 0.2310
H 0.7334 2.3964 0.9266 0.2834
H 1.9576 -1.0510 -1.4414 0.2386
```

***

# 5
The ion C7H5BrF3N2O2 with charge -1 at a distorted geometry, computed with wB97M-V/def2-TZVPD.

Properties
Net charge = -1
Highest occupied orbital energy = -4.0 eV

```
20
Properties=species:S:1:pos:R:3:nbo_charge:R:1
C 1.1135 0.6460 -0.3544 -0.2968
C -0.2956 0.9904 -0.9841 -0.0529
C 1.6407 -0.5384 0.3964 -0.0839
C -0.6783 -0.7818 1.5643 0.9213
C 0.3325 1.6924 0.2552 -0.4274
C -2.3524 0.1344 -0.0119 0.4158
C 2.1863 -1.5169 -0.6915 0.8971
N -1.5181 0.4603 -0.8794 -0.4916
N -2.1187 -0.4792 1.1586 -0.7032
O -0.4555 -0.6844 2.7435 -0.6522
O 0.0810 -1.2148 0.6830 -0.5880
F 2.6100 -2.7116 -0.2939 -0.3281
F 1.2737 -1.7022 -1.7641 -0.3848
F 3.2424 -0.9540 -1.3013 -0.3471
Br -4.1762 0.0374 -0.6460 -0.0927
H 1.7452 1.2038 -1.0908 0.2329
H -0.2534 1.5665 -1.9801 0.1777
H -0.0930 1.5176 1.1734 0.2076
H 0.5350 2.7552 0.1590 0.1922
H -2.8190 -0.4209 1.8640 0.4042
```

***

# 6
An isolated molecule of C7H5BrFN at a distorted geometry, computed with wB97M-V/def2-TZVPD.

Properties
Net charge = 0
Spin multiplicity = 3
Highest occupied orbital energy (spin up / spin down) = -6.0 / -9.4 eV

```
15
Properties=species:S:1:pos:R:3:lowdin_charge:R:1
C -1.2467 -0.3572 2.0685 -0.2541
C 0.5222 -1.2102 -0.2133 -0.1056
C -0.9219 -1.0873 -0.2977 -0.1517
C 1.3032 1.1963 -0.5160 -0.1212
C 1.4584 -0.2435 -0.3342 -0.6226
C -1.6910 -0.6481 0.7719 -0.1160
C 0.1223 1.6053 -0.9594 -0.0858
N -0.9524 -0.1130 3.1508 0.1467
F -0.1611 2.8951 -1.2944 0.0405
Br 3.3452 -0.5665 -0.1504 0.7587
H 0.9323 -2.1761 -0.1153 0.0915
H -1.5203 -1.4328 -1.1152 0.1031
H 2.0990 1.8555 -0.1363 0.1110
H -2.6983 -0.5513 0.3706 0.1062
H -0.5910 0.8337 -1.2297 0.0992
```

***

# 7
A structure of composition C7H5Cl4NO3 at a distorted geometry, computed with wB97M-V/def2-TZVPD.

Properties
Net charge = 0
Highest occupied orbital energy = -9.1 eV

```
20
Properties=species:S:1:pos:R:3:nbo_charge:R:1
Cl -1.3818 2.6003 1.7807 0.0813
C -0.6240 1.0598 1.8640 -0.1421
C -1.3551 -0.0951 1.6974 -0.0872
Cl -3.0458 0.0224 1.7505 0.0938
C -0.7158 -1.5274 1.9649 0.4464
O -1.2124 -2.2359 2.8347 -0.6315
C 0.8279 -1.5106 1.6295 0.4558
O 1.3940 -2.5014 1.1748 -0.5199
C 1.4862 -0.2881 1.9890 -0.2018
Cl 3.1665 -0.2945 2.2054 0.0859
C 0.7759 0.9074 2.1886 -0.0008
Cl 1.5790 2.3265 2.6451 0.1199
C -1.2427 -1.9595 -0.7891 -0.4421
N -1.0277 -2.6526 0.4487 -0.2493
O -1.8766 -3.8091 0.4585 -0.5548
H -1.4085 -0.9368 -0.5205 0.1983
H -0.4114 -1.9531 -1.4687 0.2090
H -2.1380 -2.3255 -1.2307 0.2380
H -0.0626 -3.0754 0.5089 0.4184
H -2.1391 -3.8577 1.3512 0.4827
```

***

# 8
A structure of composition C7H5N10SSe3TaTe, computed with wB97M-V/def2-TZVPD.

Properties
Net charge = 0
Highest occupied orbital energy (spin up / spin down) = -7.1 / -7.1 eV

```
28
Properties=species:S:1:pos:R:3:nbo_charge:R:1
Ta 0.2741 0.7720 -1.3177 1.5650
N 1.4895 -2.7393 -1.2921 -0.5572
C 1.9045 -1.8662 -2.2686 0.4800
N 2.7340 -2.1536 -3.2372 -0.3259
N 2.8682 -0.9935 -3.9233 -0.0175
N 2.1535 -0.0717 -3.4154 -0.0701
N 1.5054 -0.5846 -2.3246 -0.5599
C 0.7248 -2.3285 -0.2592 0.5117
N 0.3904 -3.0599 0.8089 -0.2870
N -0.3208 -2.2577 1.5843 0.0563
N -0.3932 -1.1158 1.0196 0.0498
N 0.2325 -1.0899 -0.1711 -0.4552
H 1.8313 -3.6871 -1.3083 0.4530
S 1.2911 2.7099 -0.4583 -0.0390
C 0.3445 2.0464 0.9285 0.0781
C 0.5287 2.3268 2.2271 -0.3342
C -0.2409 1.5615 3.1882 -0.1465
C -1.0055 0.5311 2.8266 -0.2439
C -1.1443 0.1677 1.3909 0.0484
N -0.5938 1.1272 0.4812 -0.6945
H 1.2338 3.0806 2.5397 0.2407
H -0.1813 1.8379 4.2330 0.2287
H -1.5805 -0.0398 3.5417 0.2370
H -2.1798 -0.0681 1.1040 0.2786
Se -2.7682 2.9119 -2.0753 0.0152
Se -3.5985 2.0911 -0.1312 -0.0541
Te -4.2489 -0.2568 -0.6006 -0.3497
Se -1.2505 1.1481 -3.0908 -0.1075
```

***

# 9
A cluster of 2 separate species, C7H5N3O4 in total at a distorted geometry, computed with wB97M-V/def2-TZVPD.

Properties
Net charge = 0
Highest occupied orbital energy (spin up / spin down) = -8.5 / -8.5 eV

```
19
Properties=species:S:1:pos:R:3:nbo_charge:R:1
C 1.3294 -0.1325 -0.1562 -0.2252
C 0.5401 0.2741 -1.2029 -0.1908
C 0.7537 -0.3622 1.0667 -0.2040
C -0.8599 0.3953 -1.0506 -0.2683
C -0.6205 -0.2563 1.2435 -0.2144
C -1.4102 0.1220 0.1995 0.2654
C -3.6077 -0.8371 0.1842 0.3520
N -3.1846 -2.1011 0.1161 0.0727
N -4.8485 -0.6893 -0.1554 0.0504
N -3.7045 1.8491 -0.3794 0.3623
O -2.0423 -2.4670 0.2535 -0.3215
O -5.5818 0.2890 -0.1562 -0.3041
O -4.7267 1.9192 0.1247 -0.0086
O -2.7484 0.2950 0.4162 -0.5019
H 2.4248 -0.0389 -0.4523 0.2280
H 0.9215 0.2103 -2.2529 0.2152
H 1.3941 -0.6987 1.8887 0.2243
H -1.2936 0.5718 -2.0306 0.2321
H -1.2901 -0.3803 2.1857 0.2361
```

***

# 10
An isolated molecule of C7H5NO at a distorted geometry, computed with wB97M-V/def2-TZVPD.

Properties
Net charge = 0
SMILES string = C#C[C@@]12C=C[C@@H](N1)C2=O
Highest occupied orbital energy = -9.6 eV

```
14
Properties=species:S:1:pos:R:3:nbo_charge:R:1
C -2.0928 1.9933 1.0138 -0.2250
C -1.1635 1.3134 0.5736 0.0435
C -0.1111 0.5075 -0.0470 -0.1394
C 1.1916 0.8311 -0.7997 -0.1989
C 1.8529 -0.3356 -0.8219 -0.1779
C 0.7907 -1.4292 -0.3812 -0.1777
N 0.3077 -0.6538 1.0379 -0.4992
C -0.6433 -0.7584 -0.7317 0.5429
O -1.7652 -1.5128 -0.7015 -0.6002
H -3.0144 2.3379 1.5640 0.2619
H 1.4511 1.8743 -1.0400 0.2494
H 3.0830 -0.5974 -0.8024 0.2646
H 0.8323 -2.5761 -0.2822 0.2618
H -0.7191 -0.9941 1.4182 0.3941
```